No. 1
Entry from the OMol25 dataset: a 7-piece molecular cluster, C48H120ClN6O6 overall in a non-equilibrium geometry (ωB97M-V/def2-TZVPD).

Cartesian coordinates (Å):
H 6.60303 3.27157 0.96093
H 2.12244 6.19020 3.72934
C -3.71381 1.35619 -3.55213
H -5.33185 3.94331 -4.28862
C -6.20779 -2.81933 2.89759
H -2.87693 5.83757 1.99883
H 6.88842 -7.16454 -9.26860
H -0.23874 3.92841 3.78202
O -7.47569 -2.39616 0.32032
H 1.92584 6.44251 6.43973
H -6.57667 2.77995 -4.89655
H 2.19858 -7.27015 -8.91907
H 0.39095 3.18945 5.25249
H -6.09790 0.99550 -5.96515
H 5.33377 -3.70744 6.12481
C -6.24574 -0.68985 4.10882
C -8.11925 -3.51817 -0.32136
H 2.25502 -2.01397 3.84868
H 3.48716 -1.32405 6.77200
C 1.90633 5.40739 6.09293
H 3.33922 -3.70733 -9.06494
H 1.81361 4.47981 -0.14815
H -4.33837 0.86605 -2.80902
H -9.24290 -1.84854 1.42021
C -2.64967 2.28153 -2.96091
O 2.99765 -5.49035 -4.84864
H 5.59937 4.55823 -1.42467
C 0.34046 6.15797 2.51183
H 6.07521 -5.61559 -8.93201
C -8.34635 -1.88108 3.78742
H -7.41188 1.07026 3.90545
H -7.69779 0.13771 5.50985
N 4.91623 2.80861 -0.27356
H 1.34370 -5.69282 -3.59658
C 2.43167 5.90362 -1.90199
H 5.17556 1.69886 2.32373
C -0.66754 6.96205 6.69393
C -5.50162 0.65322 -5.14563
C 4.32068 -7.12337 -6.19472
H 2.13002 5.04011 -2.53542
H 1.55212 4.74677 6.87541
H 3.77615 0.58987 -1.84529
H -1.70318 7.13564 6.83413
N -4.70704 1.90089 -4.64818
C 4.82201 0.53481 -1.58913
H 2.72701 -8.56371 -7.86845
H 6.76749 -6.58576 -7.65327
H 5.23808 3.28660 3.06678
H 4.53179 0.87380 0.45864
C 3.68896 -5.30870 -7.64523
H -4.12288 3.57301 -7.79013
H 5.22448 -6.51031 -6.06562
H -0.94517 4.89834 6.08897
H -1.82415 6.55311 0.79364
H 2.84797 -5.10108 -6.98229
C 4.15154 -1.21207 5.86526
C 1.81675 -3.89529 4.54242
H 3.76409 2.76825 2.27782
H 4.91156 -8.44165 -8.34598
C -1.82984 5.80767 1.59452
H 1.83866 -2.02726 5.55470
H 3.91216 -7.18548 -4.11268
H -3.08504 3.17223 -5.38094
H -6.18419 -3.17876 3.86118
H 3.69772 5.46942 4.81805
H 4.13400 -5.02675 -9.79785
C 5.12386 1.28812 -0.32721
H 4.64393 -8.19033 -6.18642
H 5.40102 0.91756 -2.42088
O 3.38069 5.42350 -0.94487
H -8.78358 -2.68811 3.25520
H -6.45924 -0.61531 1.42078
C 0.59478 3.90380 4.45546
H 6.71306 3.07338 -1.31016
C 6.19869 -6.63806 -8.60008
H 3.20652 2.81716 -1.48535
H 3.31595 3.87087 5.35826
H -0.16881 6.84731 7.63154
H -4.47506 -3.58341 1.75704
H 4.52337 -3.29263 3.27454
H -1.98276 2.65323 -3.72081
H -1.69053 4.79976 1.22950
H 0.99492 -5.77392 3.00037
H -8.94641 -3.31080 -0.98330
C 6.19120 -2.06879 4.06220
H 6.69321 -2.03522 3.12341
H -8.98734 -1.00130 3.87058
H 4.61974 -4.85971 -7.25220
H 2.92135 2.28728 0.20481
H 4.81165 0.33653 4.48082
H -7.40094 -4.00782 -1.00908
H 1.81956 -4.45732 5.44346
H -8.50279 -4.23195 0.45827
C 3.39122 3.02227 -0.43918
C -7.41085 -0.77462 1.87939
O -0.99708 5.99590 2.72338
H -8.16024 -2.28943 4.79782
H -1.26382 6.02257 4.79358
C 4.85455 -7.36698 -8.56703
H 5.28117 4.41239 1.04213
H -5.34745 -0.38322 3.54559
H 1.56355 6.32173 -1.38408
H 2.99202 0.13606 4.51377
H -3.12534 3.14755 -2.50127
C 2.01179 -5.85143 3.32284
C 2.36535 -5.27309 -3.58840
H 1.92909 -6.45608 4.26028
C 4.28590 -3.64342 5.92577
C 4.74075 -2.36755 3.78781
C 3.24670 4.91212 5.61574
H -6.95621 -3.40397 2.37166
H -6.25202 1.15255 5.25889
H 0.61352 6.94616 1.77719
H -7.02839 3.49565 -2.52215
H 5.18738 3.17215 -2.36099
N 3.78874 -6.78540 -7.57072
H -8.47660 0.36906 -2.61389
C -6.97174 0.49230 4.74409
C -8.34034 -1.44921 0.89056
H 3.14155 4.67483 0.96693
H 0.65240 5.23285 2.03919
H 2.60397 -6.33375 2.54170
H -4.06645 -2.24192 2.90782
H 2.47800 -4.16930 -3.42516
O -6.84846 1.46447 -2.70831
H -6.10866 0.42776 -4.26708
H -5.53456 2.83892 -2.01186
H -4.84965 -0.14985 -5.46250
C 2.51193 -7.49540 -7.91979
N 0.74237 5.32280 4.99982
H -5.48038 3.69198 -6.77139
H 5.15224 -0.44793 -1.27650
H 2.92597 -5.78998 -2.80963
H -5.77225 -1.38324 4.86305
O 2.64733 -4.60730 3.59036
H 5.16208 -1.35653 6.21998
N 3.90054 -2.44709 5.08660
H 2.46295 -7.43227 -5.20747
H -0.28970 7.88379 6.16340
H 0.90435 7.33357 4.27588
C 2.38664 -2.55418 4.79062
H -8.55655 1.54657 -3.95106
C -0.68215 5.80983 5.68123
C 3.35616 -6.86400 -5.05086
C 3.39726 -4.80627 -9.06336
C 5.51009 3.35851 0.99639
H -8.84137 -0.77708 0.22510
H 3.89081 0.85577 5.84478
C 3.93782 0.05523 5.09494
H 6.74022 -2.79512 4.63451
H 2.99169 6.62918 -2.43559
C 2.89333 4.41402 -0.13618
C -8.24537 1.39034 -2.90835
C -4.87557 -2.68625 2.22056
H -2.03397 1.79677 -2.17712
H -5.05746 2.11054 -7.58549
H 4.00393 -4.52659 5.38692
C -5.76247 2.96835 -4.16650
H 1.69374 -7.32949 -7.20388
H 6.33573 -1.06390 4.49301
H -4.89671 -1.97737 1.40729
H -8.87760 2.07957 -2.29961
H 3.86047 4.88979 6.54221
C -6.29382 2.75836 -2.80087
C -3.85395 2.42527 -5.85240
H 1.46625 3.50131 3.94174
H 3.73020 -3.58498 6.88761
H -7.75993 0.20671 2.18318
C 1.07103 6.30861 3.86796
N -7.04376 -1.53817 3.14075
H 4.50003 -7.34531 -9.61919
H 4.32494 -1.56152 3.14742
H -3.25670 1.64152 -6.14473
C 4.85372 2.73451 2.22884
Cl 2.00020 0.78155 1.96254
C -4.65569 2.96915 -7.01873
C 5.66269 3.45216 -1.40198
H -3.26862 0.54470 -4.10329
H 0.85087 -3.67626 4.10696
H 6.21379 1.08093 -0.08907
H 2.42133 -5.22804 -9.39973

Properties
DFT total energy, eV: -85421.042
Orbital gap, eV: 8.2
LUMO level, Eh: -0.29914
Net charge: +5

---

No. 2
Entry from the OMol25 dataset: Cl3O2PS as an isolated structure in a non-equilibrium geometry (ωB97M-V/def2-TZVPD).

Cartesian coordinates (Å):
Cl 1.07898 1.86958 0.70194
S 1.47357 0.59695 -0.82373
O 0.22047 -0.08855 -1.08633
O -0.92660 -0.72948 1.41401
Cl 2.67562 -0.71115 0.21514
P -1.54569 -0.82259 0.10396
Cl -2.56117 0.93437 -0.19871

Properties
DFT total energy, eV: -61786.784
Orbital gap, eV: 8.9
LUMO level, Eh: -0.03449
Relative energy (zero: lowest compared OMol25 entry of this formula, charge and spin), eV: 1.603
Net charge: 0

---

Highest occupied orbital energy across the listed records, respectively: -16.34, -9.87 eV.